Entry from the OMol25 dataset: 5 unconnected molecules or ions with the total composition C26H65BNO6P (the ωB97M-V functional and the def2-TZVPD basis).

Element x y z (Å)
C1 3.6328 7.4161 3.7798
O1 2.8043 6.2857 3.5127
B1 3.3201 5.0453 3.3525
O2 2.7825 4.1287 2.4918
O3 4.3905 4.5695 4.1187
P1 5.8236 4.2526 3.5374
O4 6.9653 4.6431 4.3506
O5 5.7583 2.6826 3.2509
O6 5.7131 4.9376 2.1051
C2 6.9380 5.1801 1.3197
N1 7.1791 4.2123 0.3230
H1 3.1850 7.9980 4.5840
H2 3.6854 8.0293 2.8801
H3 4.6382 7.1144 4.0798
H4 2.0274 4.4844 2.0087
H5 5.0041 2.4899 2.6726
H6 6.7801 6.1590 0.8728
H7 7.7741 5.2347 2.0165
H8 6.4434 4.1464 -0.3666
H9 7.4138 3.2992 0.6881
C3 3.1690 -0.2707 3.0660
C4 4.0049 -0.5091 1.8129
C5 3.3663 0.0676 0.5475
C6 2.0042 -0.5311 0.1834
C7 1.9986 -2.0469 -0.0078
C8 2.8950 -2.5226 -1.1454
H10 2.1946 -0.7584 3.0041
H11 3.6714 -0.6561 3.9540
H12 2.9961 0.7985 3.2192
H13 4.1899 -1.5796 1.6903
H14 4.9888 -0.0491 1.9462
H15 4.0579 -0.0602 -0.2903
H16 3.2417 1.1498 0.6734
H17 1.6512 -0.0565 -0.7385
H18 1.2734 -0.2688 0.9538
H19 0.9708 -2.3643 -0.2070
H20 2.2912 -2.5425 0.9224
H21 2.5999 -2.0620 -2.0912
H22 2.8334 -3.6049 -1.2687
H23 3.9426 -2.2748 -0.9660
C9 0.0121 -5.0135 -2.3560
C10 -1.0807 -4.1580 -1.7249
C11 -1.1504 -4.2818 -0.2035
C12 -1.4705 -5.6824 0.3207
C13 -2.7793 -6.2705 -0.2065
C14 -4.0095 -5.4523 0.1715
H24 -0.1529 -6.0771 -2.1753
H25 0.0520 -4.8685 -3.4366
H26 0.9926 -4.7538 -1.9483
H27 -2.0485 -4.4138 -2.1670
H28 -0.9029 -3.1079 -1.9769
H29 -1.8934 -3.5718 0.1710
H30 -0.1927 -3.9620 0.2208
H31 -1.5121 -5.6418 1.4138
H32 -0.6507 -6.3639 0.0774
H33 -2.8877 -7.2841 0.1884
H34 -2.7309 -6.3741 -1.2942
H35 -4.0959 -5.3575 1.2563
H36 -4.9233 -5.9217 -0.1958
H37 -3.9695 -4.4452 -0.2489
C15 -1.2627 4.2255 1.2373
C16 -0.8654 2.8662 1.8027
C17 0.1407 2.1149 0.9323
C18 -0.3432 1.7719 -0.4765
C19 -1.6259 0.9490 -0.5277
C20 -1.5205 -0.4232 0.1254
H38 -1.7535 4.1328 0.2671
H39 -1.9517 4.7449 1.9043
H40 -0.3880 4.8691 1.1031
H41 -1.7611 2.2572 1.9515
H42 -0.4269 3.0050 2.7950
H43 0.4418 1.1987 1.4480
H44 1.0516 2.7178 0.8437
H45 0.4533 1.2264 -0.9933
H46 -0.4934 2.6931 -1.0473
H47 -1.9015 0.8109 -1.5778
H48 -2.4459 1.5092 -0.0685
H49 -0.7338 -1.0161 -0.3494
H50 -2.4578 -0.9721 0.0200
H51 -1.2982 -0.3474 1.1917
C21 -4.5626 -2.9866 -4.1336
C22 -4.0048 -1.6617 -3.6252
C23 -4.6033 -1.2243 -2.2897
C24 -6.1121 -0.9735 -2.3022
C25 -6.5743 0.0731 -3.3152
C26 -5.9855 1.4579 -3.0673
H52 -5.6362 -2.9280 -4.3205
H53 -4.0843 -3.2839 -5.0679
H54 -4.3938 -3.7833 -3.4043
H55 -4.1584 -0.8841 -4.3789
H56 -2.9218 -1.7560 -3.5023
H57 -4.0862 -0.3216 -1.9514
H58 -4.3849 -1.9934 -1.5399
H59 -6.4189 -0.6576 -1.2999
H60 -6.6387 -1.9125 -2.4939
H61 -7.6649 0.1358 -3.2753
H62 -6.3276 -0.2533 -4.3294
H63 -6.2440 1.8166 -2.0683
H64 -6.3642 2.1824 -3.7896
H65 -4.8970 1.4547 -3.1491

Results
LUMO ... 0.3856 eV
SMILES string ... COB(O)O[P@@](=O)(O)OCN.CCCCCC.CCCCCC.CCCCCC.CCCCCC